Record 1
ORCA calculation (ωB97M-V/def2-TZVPD) on C43H41BLaN17O4Se as an isolated structure in a non-equilibrium geometry.

The geometry in XYZ format:
```
108
Properties=species:S:1:pos:R:3:forces:R:3
La 0.056043 0.553920 -0.043480 -1.1 0.7 -0.5
C -2.582020 2.439289 3.223368 0.0 0.2 -1.4
C -1.335719 2.205727 2.557271 -2.2 0.6 -0.1
N -1.519725 2.119514 1.236282 -1.2 0.3 0.5
N -2.899553 2.284556 0.964939 0.8 -0.2 2.7
C -3.524925 2.433277 2.179457 3.1 -0.1 0.1
B -3.554168 2.712202 -0.365024 0.4 -0.8 -1.4
N -4.405690 1.456755 -1.020919 0.1 -0.2 -1.0
C -5.284484 1.561705 -2.087400 0.5 0.1 0.8
C -5.626673 0.291712 -2.511744 -1.0 0.8 -0.3
C -4.951426 -0.568723 -1.632444 0.7 -0.5 -0.5
N -4.190021 0.114143 -0.775760 0.0 0.7 -0.1
N -2.337366 3.300471 -1.237475 0.8 -2.4 0.3
C -2.367990 4.222313 -2.216141 1.4 -0.7 0.5
C -1.204454 4.153119 -2.959645 0.4 -1.6 -0.1
C -0.511224 3.009997 -2.414869 -1.2 1.6 0.9
N -1.149820 2.526447 -1.324458 -1.1 1.7 -2.5
H -2.775088 2.722174 4.259842 0.1 -0.5 -0.4
H -0.358651 2.103753 3.010362 0.0 -0.1 -0.2
H -4.557713 2.513626 2.243032 -1.6 0.4 -0.1
H -4.373533 3.579879 -0.359274 0.0 0.3 0.5
H -5.668779 2.511744 -2.475101 0.5 -0.4 0.4
H -6.388740 0.120720 -3.301375 0.9 -0.2 0.8
H -4.883846 -1.671474 -1.755244 -0.1 1.0 0.6
H -3.150183 4.922014 -2.208382 -1.0 0.6 -0.3
H -0.930793 4.677889 -3.873926 -0.1 0.0 0.5
H 0.485842 2.693944 -2.683769 -0.2 -0.3 0.0
Se 7.808675 2.884640 0.292237 0.1 0.5 -0.2
N 6.358252 3.725819 1.011303 0.1 -1.3 -0.8
C 5.322254 3.140823 0.461930 0.6 -1.2 -1.0
C 3.932347 3.417468 0.808700 -0.7 -0.2 -0.3
C 3.600584 4.263530 1.884597 -0.1 -1.1 -1.4
C 2.272273 4.569927 2.082356 0.0 0.3 0.9
C 1.266322 4.015181 1.299049 1.5 -1.0 -1.2
N 1.586685 3.010956 0.403833 -0.5 1.3 0.2
C 2.875143 2.762549 0.077578 0.0 1.0 2.4
C 3.157989 1.744024 -0.931074 1.4 -1.8 -1.6
N 2.127115 1.207428 -1.645279 1.1 1.3 -0.1
C 2.425069 0.451426 -2.714865 -0.2 0.0 0.5
C 3.659929 -0.163661 -2.862631 -0.1 -0.2 -1.2
C 4.746905 0.287968 -2.123771 1.2 -0.8 0.1
C 4.529728 1.312632 -1.220856 -1.5 2.1 1.2
C 5.627860 2.075671 -0.559391 0.0 -0.4 -0.3
N 6.897384 1.824442 -0.869027 -1.5 1.2 1.9
H 4.393997 4.631810 2.502215 0.2 0.3 0.2
H 2.041956 5.198045 2.942454 -0.3 0.1 -0.4
H 0.262844 4.457809 1.357619 0.2 -1.1 -0.1
H 1.654152 0.360872 -3.500017 0.2 -0.5 0.9
H 3.668391 -0.918780 -3.671289 0.6 0.5 0.6
H 5.815571 -0.109297 -2.193583 -1.8 0.5 -0.2
N -2.133552 -1.005450 1.459599 -0.2 0.8 -0.3
N -1.843014 -0.716193 2.846731 -2.7 0.4 0.2
C -0.527404 -1.198256 3.179864 1.0 0.2 -2.0
N -0.504212 -2.622135 3.065076 0.5 -0.7 0.7
N 0.305201 -0.464619 2.119234 1.1 -1.0 0.7
N 1.621482 -0.612337 2.159770 -1.5 0.0 1.7
O 2.169071 -1.095152 3.143570 0.7 0.0 -1.2
O 2.254747 -0.125778 1.142425 -0.3 -0.1 0.4
H -2.989393 -0.566139 1.052170 0.7 0.0 1.0
H -2.235320 -1.992989 1.299115 0.2 -0.6 0.0
H -2.569276 -1.178842 3.476560 1.5 0.7 -1.0
H -0.044439 -3.012612 3.877562 0.1 -0.2 -0.3
H -0.148525 -3.030402 2.199344 0.0 0.3 0.1
O 0.244830 -3.845019 0.619830 -0.4 0.2 -2.3
C 0.006014 -3.320534 -0.475127 0.1 0.8 0.2
N -0.149668 -3.909974 -1.731366 0.6 -0.7 1.6
C -0.373833 -2.990087 -2.811638 -0.2 0.9 0.4
C -0.282531 -1.611487 -1.953263 -1.1 -0.7 0.3
O -0.406776 -0.408365 -2.362111 0.4 -2.0 0.2
N -0.160722 -1.919646 -0.649748 0.6 -0.5 -1.3
C -1.738119 -3.300016 -3.435822 -0.6 0.8 0.3
C -2.241113 -4.601795 -3.491124 -1.6 1.2 -1.0
C -3.508747 -4.811781 -4.103265 1.7 -0.3 0.8
C -4.200033 -3.772197 -4.630566 -1.1 1.4 -0.8
C -3.755060 -2.454095 -4.478541 0.3 0.0 0.0
C -2.531116 -2.213199 -3.872259 0.0 -1.3 0.2
C 0.712487 -3.064751 -3.867161 1.0 -0.6 0.7
C 1.902016 -3.740278 -3.516541 -1.0 0.5 0.2
C 2.845073 -3.993007 -4.464580 1.4 -0.7 0.0
C 2.725734 -3.570258 -5.762553 -1.1 0.4 -1.0
C 1.578587 -2.887937 -6.119423 -0.9 0.8 1.2
C 0.580600 -2.597956 -5.157002 0.5 -0.1 -0.7
H 0.145442 -4.871488 -1.898056 -0.3 0.6 0.2
H -1.783723 -5.447329 -3.056883 0.8 -0.6 0.4
H -3.927338 -5.797589 -4.143564 0.0 -0.4 0.0
H -5.143860 -3.911277 -5.169370 0.3 -0.2 0.4
H -4.371547 -1.626619 -4.828422 0.2 -0.2 0.1
H -2.187437 -1.238759 -3.599023 0.0 0.6 -0.3
H 2.074159 -4.054109 -2.494044 -0.1 -0.1 -0.1
H 3.707007 -4.591013 -4.214022 0.2 0.0 0.3
H 3.422790 -3.794365 -6.546730 0.5 -0.2 0.0
H 1.400926 -2.500351 -7.100386 0.2 0.0 -0.6
H -0.280449 -2.003285 -5.441724 -0.1 -0.2 0.0
C -0.058936 0.582527 7.880559 0.7 1.0 0.3
C 0.871438 0.209992 6.754011 2.1 -0.5 -1.2
C 1.819196 1.337058 6.271107 -0.4 1.0 -1.5
C 1.831785 -0.968748 7.085703 0.7 0.0 1.6
C 0.195362 -0.292971 5.582098 -1.0 -0.7 -2.9
C -0.070286 -0.749358 4.481675 -0.5 1.2 2.6
H 0.554611 1.008365 8.727631 -0.8 -0.6 -0.7
H -0.606946 -0.310731 8.141912 -0.3 -0.1 0.5
H -0.758988 1.357586 7.521992 0.2 -0.3 0.3
H 2.368466 1.794402 7.075389 0.0 0.2 0.6
H 1.306726 2.153832 5.663444 0.3 -0.9 1.0
H 2.590660 0.956619 5.574519 -0.5 -0.2 0.3
H 2.397203 -0.661828 7.991644 0.0 -0.2 -0.4
H 2.600473 -1.242153 6.312187 -1.2 0.4 0.4
H 1.259559 -1.847121 7.409331 0.1 0.0 -0.4
```
Positions in Å, forces in eV/Å.

Calculated values
Max |F| in eV Å⁻¹: 3.19
HOMO-LUMO gap in eV: 6.999

***

Record 2
ORCA calculation (ωB97M-V/def2-TZVPD) on a 2-piece molecular cluster, C4H10INO overall in a non-equilibrium geometry.

The geometry in XYZ format:
```
17
Properties=species:S:1:pos:R:3:forces:R:3
C -1.466194 2.210127 -0.626481 0.1 0.3 -0.3
N -1.673774 1.583767 0.664548 0.0 0.3 0.6
C -1.916234 0.247147 0.762758 0.0 -0.2 -0.5
C -2.113444 -0.269462 2.172208 -0.1 -0.4 0.3
O -1.967514 -0.471102 -0.231312 0.0 0.5 0.7
H -1.287714 3.288486 -0.478521 -0.1 -0.5 0.0
H -2.351334 2.085437 -1.272681 0.4 0.0 0.2
H -0.591815 1.776007 -1.139901 -0.4 0.1 0.2
H -1.638704 2.148826 1.516608 0.0 -0.5 -0.7
H -2.975894 0.219568 2.655567 0.3 -0.1 -0.2
H -2.301484 -1.355592 2.132747 0.1 0.6 0.0
H -1.216364 -0.089883 2.788338 -0.3 0.0 -0.2
C 4.234074 -2.383242 -1.932581 -0.4 -0.7 -0.9
I 4.959664 -1.189922 -0.352122 0.0 0.0 0.0
H 4.495214 -3.441651 -1.764691 0.0 0.6 0.1
H 4.674884 -2.059812 -2.890541 -0.1 0.0 0.6
H 3.136634 -2.298702 -2.003951 0.6 0.1 0.2
```
Positions in Å, forces in eV/Å.

Calculated values
Max |F| in eV Å⁻¹: 1.23
HOMO-LUMO gap in eV: 9.936

***

Record 3
ORCA calculation (ωB97M-V/def2-TZVPD) on C33H35ClN6O4SSbSe4SiTc as an isolated structure in a non-equilibrium geometry.

The geometry in XYZ format:
```
87
Properties=species:S:1:pos:R:3:forces:R:3
Tc 0.872925 -0.006226 -0.655380 0.7 -0.1 -0.6
O 3.002759 5.269695 0.099974 0.3 -0.3 -0.2
C 1.919185 5.236448 0.830518 -0.6 1.4 1.6
O 1.710101 6.095421 1.658474 -0.4 -1.0 -0.5
C 0.936486 4.130356 0.578787 -1.6 0.0 0.5
C -0.370146 4.015417 1.136999 0.6 -0.1 0.1
Cl -1.205787 4.842298 2.415081 0.8 -0.4 -1.1
N -0.957666 2.930870 0.536955 -2.2 0.9 1.7
N -0.157147 2.347984 -0.301255 1.1 -1.1 -0.9
C 0.969410 3.035601 -0.307702 0.9 1.4 0.7
C 2.014658 2.587275 -1.254259 -1.0 -0.2 0.0
O 2.984390 3.175933 -1.631097 0.4 0.4 0.2
O 1.601835 1.446930 -1.751434 0.1 -1.9 -1.0
C -2.422099 2.751511 0.334026 0.5 1.5 -0.8
C -3.016304 1.510436 0.400545 0.0 -0.4 -0.6
C -4.336349 1.385543 -0.046644 0.5 1.0 0.2
C -5.046545 2.529894 -0.432988 0.9 -0.2 0.1
C -4.437229 3.775452 -0.581697 2.0 -0.5 1.2
C -3.074179 3.892191 -0.209019 -0.7 -1.5 0.8
H 3.001632 4.499741 -0.480869 0.6 -0.2 -0.8
H -2.411798 0.645944 0.666645 -0.3 0.2 0.0
H -4.808301 0.424304 -0.134208 -0.1 -0.3 0.3
H -6.084079 2.405517 -0.561363 -1.1 0.1 -0.6
H -4.920997 4.681053 -0.873424 -0.6 0.2 -0.3
H -2.542448 4.829708 -0.177910 -0.1 0.2 -0.4
N -0.225485 -0.378260 1.007562 0.1 0.0 -0.8
C -0.570225 -0.350974 2.118994 0.0 -0.6 0.7
N -0.905420 -0.478131 3.352486 0.7 -0.4 -0.2
C 0.139201 -0.448649 4.454147 -0.7 1.6 -0.3
C 0.165393 0.968362 5.078825 -0.7 0.9 -3.5
C -1.263523 1.385024 5.379084 -1.9 -1.2 2.0
C -2.368218 1.160663 4.316793 1.4 -1.0 -0.3
C -2.314081 -0.313843 3.779512 0.4 1.9 -0.5
H 1.100787 -0.798079 4.093645 -0.1 -0.2 -0.1
H -0.313856 -1.081616 5.174146 0.1 -1.1 0.8
H 0.635551 1.707079 4.330134 -0.5 -1.0 0.9
H 0.732099 1.019992 5.952472 1.1 -0.2 1.4
H -1.390336 2.392587 5.744761 0.5 0.5 -0.1
H -1.605269 0.800103 6.293142 0.5 0.3 -0.9
H -2.141529 1.922478 3.548307 -0.6 -0.6 -0.3
H -3.344786 1.278768 4.730700 -0.6 0.6 0.4
H -2.970233 -0.501373 2.928807 0.1 0.2 -0.1
H -2.558754 -1.073191 4.506939 0.2 0.0 0.5
S -2.628744 1.176562 -3.593914 -1.2 0.4 -0.4
C -1.234152 1.264845 -2.708476 1.2 0.2 -0.4
N -0.993989 0.238692 -1.962954 2.2 -0.3 1.5
C -1.972706 -0.689100 -2.025632 -1.3 -1.2 2.0
C -2.106732 -1.894014 -1.275195 0.8 -0.9 -1.0
C -3.129360 -2.766699 -1.578909 -1.6 0.5 -1.4
C -4.174935 -2.343919 -2.537734 1.6 -0.7 1.3
C -4.110046 -1.127672 -3.139185 1.3 -0.3 1.3
C -3.020025 -0.306265 -2.796379 -1.1 0.3 -2.2
H -0.472327 2.003890 -2.877539 -0.1 0.4 0.1
H -1.231375 -2.257182 -0.749063 -0.2 0.1 0.3
H -3.190492 -3.823253 -1.253876 0.2 1.0 0.2
H -4.930236 -3.045001 -2.833689 -0.3 -0.2 0.1
H -4.765328 -0.840038 -3.894549 -1.2 0.5 -1.0
C 0.651863 -0.876994 -4.245755 -1.5 0.6 1.6
Si 1.780687 -1.933129 -3.220650 -0.9 -0.7 -1.2
C 1.352518 -3.748092 -3.523661 1.8 0.3 -1.3
C 3.517601 -1.437950 -3.594451 0.9 1.0 -1.3
N 1.558661 -1.600363 -1.411842 -0.4 1.0 1.8
C 2.176924 -2.602651 -0.535066 -0.6 -1.3 -1.3
C 3.512518 -3.013268 -0.734817 -0.4 0.6 -0.1
C 4.081490 -3.974160 0.064291 1.3 -0.9 0.8
C 3.357113 -4.580785 1.081637 -0.3 -0.3 0.0
C 2.013775 -4.300880 1.108856 -1.3 -0.6 0.8
C 1.359617 -3.449399 0.250968 1.8 2.2 -0.4
H 0.661920 -0.998449 -5.288254 0.5 -0.9 -1.5
H 0.894218 0.161527 -4.143314 0.4 0.8 0.3
H -0.432431 -0.926163 -3.980710 0.9 -0.4 -0.1
H 2.118908 -3.987030 -4.365435 -1.2 0.2 1.2
H 0.365135 -3.993258 -3.944319 0.3 0.2 0.5
H 1.658532 -4.354405 -2.672068 -0.3 -0.3 -0.1
H 4.310073 -2.128346 -3.349162 0.2 -0.2 0.6
H 3.713139 -0.420243 -3.158244 0.0 -0.9 -0.3
H 3.745728 -1.362009 -4.704163 -0.9 0.2 1.0
H 4.085170 -2.628603 -1.554609 0.2 0.4 0.1
H 5.134711 -4.281466 -0.052185 -0.6 0.4 -0.2
H 3.701713 -5.350871 1.787631 0.3 0.6 -0.6
H 1.384283 -4.779847 1.837189 -0.1 -0.5 0.2
H 0.310716 -3.310718 0.225168 -0.9 0.0 0.3
Se 4.481505 0.462874 -0.301330 -0.4 0.1 0.1
Sb 6.324134 -0.473573 1.250589 -0.8 -0.2 0.8
Se 2.542962 0.156567 0.972664 0.5 -0.2 -0.6
Se 5.226205 -1.297648 3.159370 0.3 0.1 -0.4
Se 8.347434 -0.211753 0.219555 0.2 0.0 -0.2
```
Positions in Å, forces in eV/Å.

Calculated values
Max |F| in eV Å⁻¹: 3.70
Charge: +2
HOMO-LUMO gap (spin up / spin down) in eV: 5.211 / 5.199